Entry from OMol25: a structure of composition C17H34CdOP2 (the ωB97M-V functional and the def2-TZVPD basis).

```
55
Properties=species:S:1:pos:R:3
P -0.1140 -1.6615 -5.4245
P 0.3914 2.2576 -5.1937
C -0.3260 -0.1989 -6.5024
C 0.7398 0.9262 -6.3916
H -1.3524 0.1814 -6.3643
H -0.3383 -0.5745 -7.5430
H 1.7411 0.4946 -6.2180
H 0.7795 1.4140 -7.3789
C -0.7950 3.3406 -6.0180
H -1.1153 4.1243 -5.3151
H -1.6836 2.7949 -6.3697
H -0.2973 3.8106 -6.8772
C 1.8802 3.1689 -4.8702
H 2.0012 3.9036 -5.6780
H 2.7639 2.5206 -4.8614
H 1.8087 3.7055 -3.9170
C -1.5912 -2.7027 -5.7968
H -1.6148 -3.5587 -5.1095
H -1.5009 -3.0840 -6.8203
H -2.5359 -2.1550 -5.7096
C 1.1670 -2.6318 -6.3095
H 2.0153 -1.9853 -6.5920
H 0.7227 -3.0441 -7.2276
H 1.5338 -3.4629 -5.6879
Cd 0.5887 0.1247 0.8546
C -0.5598 1.6092 -3.8176
C -1.6034 0.6868 -4.3188
C -2.2469 -0.3738 -3.5369
C -1.3496 -1.4280 -2.8013
C -0.1973 -1.9924 -3.6175
C 1.0578 -1.2845 -3.9280
C 1.4869 0.0477 -3.3686
C 0.4438 1.0271 -2.7932
C 0.5264 -1.9647 0.6018
H -1.0273 2.5105 -3.3556
H -2.2733 1.1234 -5.0978
H -2.8401 -0.9445 -4.2604
H -2.9764 0.0361 -2.8223
H -1.0294 -1.0457 -1.8238
H -2.0018 -2.2806 -2.5398
H -0.0764 -3.0737 -3.4719
H 1.9495 -1.9213 -4.0200
H 2.0976 0.5893 -4.1073
H 2.2143 -0.1654 -2.5635
H -0.1118 0.5851 -1.9644
H 1.0023 1.8455 -2.3101
H 1.3938 -2.4023 1.1169
H 0.5544 -2.2669 -0.4527
H -0.3910 -2.3557 1.0614
C -0.3367 2.8571 1.9523
C 0.3598 2.2808 0.7300
O 0.7705 2.9001 -0.2278
H -1.4005 2.5629 1.9295
H -0.2479 3.9536 1.9499
H 0.1248 2.4242 2.8580
```

## Properties
Energy above the lowest of the compared OMol25 structures with the same formula, charge and spin = 102.0 kcal/mol
Highest occupied orbital energy = -4.54 eV
Orbital gap = 5.01 eV

***

Entry from OMol25: a structure of composition C24H17BrCl5N3O3Ru (the ωB97M-V functional and the def2-TZVPD basis).

```
54
Properties=species:S:1:pos:R:3
Ru 0.2058 -0.3574 0.1525
Cl -1.9830 -1.4250 -6.7764
C -1.4347 -1.4670 -5.1484
C -0.9444 -2.6702 -4.6152
C -0.5102 -2.7180 -3.3154
C -0.5596 -1.5835 -2.4775
O -0.1617 -1.6817 -1.2611
C -1.0498 -0.3461 -3.0312
C -1.0845 0.8581 -2.3000
N -0.8503 1.0200 -1.0180
C -1.0025 2.2406 -0.3830
C -1.6500 3.3549 -0.9103
C -1.7510 4.5330 -0.1747
C -1.2204 4.6359 1.0885
C -0.5591 3.5366 1.6648
C 0.0241 3.5611 2.9481
C 0.6633 2.4435 3.4193
C 0.6858 1.2845 2.6450
N 0.1381 1.2261 1.4391
C -0.4622 2.3312 0.9265
C -1.4745 -0.3344 -4.3751
H -0.9231 -3.5602 -5.2271
H -0.1250 -3.6320 -2.8857
H -1.3003 1.7493 -2.8829
H -2.0896 3.3168 -1.8958
H -2.2495 5.3850 -0.6149
H -1.3078 5.5564 1.6475
H -0.0471 4.4558 3.5513
H 1.1354 2.4389 4.3905
H 1.1555 0.3822 3.0084
H -1.8459 0.5871 -4.8044
Cl 0.8253 -2.5299 1.5362
C 2.2616 -2.5534 2.6177
Cl 3.2815 -1.1249 2.4241
H 2.8343 -3.4430 2.3767
H 1.8975 -2.5853 3.6391
Br -3.2796 -3.0699 4.3803
C -3.2540 -2.0483 2.7922
C -4.4050 -1.8502 2.0453
C -4.3082 -1.0945 0.8878
C -3.0726 -0.5976 0.5110
N -1.9716 -0.7910 1.2374
C -2.0618 -1.4829 2.3683
H -5.3529 -2.2580 2.3662
H -5.1841 -0.8924 0.2897
H -2.9621 -0.0205 -0.3965
H -1.1685 -1.5949 2.9663
Cl 3.7757 1.1002 -3.1484
C 4.0490 0.4732 -1.5134
Cl 4.9454 1.6303 -0.5233
C 2.6828 0.2183 -0.8705
O 2.4200 -0.9474 -0.5206
O 1.8891 1.1652 -0.7193
H 4.6228 -0.4443 -1.5916
```

## Properties
Energy above the lowest of the compared OMol25 structures with the same formula, charge and spin = 46.3 kcal/mol
Highest occupied orbital energy (spin up / spin down) = -10.55 / -10.54 eV
Orbital gap (spin up / spin down) = 6.43 / 6.07 eV
Net charge = +1
Spin multiplicity = 2

***

Entry from OMol25: the molecule C10H8N2 (the ωB97M-V functional and the def2-TZVPD basis).

```
20
Properties=species:S:1:pos:R:3
C 0.1926 3.1877 -1.4843
C 0.2217 2.0184 -2.4202
C 0.0993 0.7494 -1.7930
C -0.1593 0.6981 -0.3291
C -0.5290 -0.7415 0.3200
C -0.2781 -0.6630 1.5986
C -0.1153 -1.8763 2.3009
C -0.0688 -3.0648 1.5531
C -0.3303 -3.0693 0.2201
N -0.5946 -1.8752 -0.3692
N 0.0540 1.7490 0.3630
C 0.1851 2.8781 -0.2203
H 0.6344 4.2350 -1.7219
H 0.2637 2.1227 -3.5471
H 0.2932 -0.1109 -2.4130
H 0.1124 0.1537 2.1149
H 0.2241 -2.0938 3.4263
H 0.2527 -3.9132 2.1235
H -0.7526 -4.0151 -0.2817
H 0.2950 3.6309 0.5593
```

## Properties
Energy above the lowest of the compared OMol25 structures with the same formula, charge and spin = 66.3 kcal/mol
Highest occupied orbital energy = -8.93 eV
Orbital gap = 9.27 eV

***

Entry from OMol25: a structure of composition C18H28Br2N3O4SV (the ωB97M-V functional and the def2-TZVPD basis).

```
57
Properties=species:S:1:pos:R:3
V -0.2169 -0.8206 -0.0881
O 0.0746 0.9397 0.9778
C -0.4444 1.2026 2.0736
C -1.2896 0.3258 2.8403
C -1.7765 0.7821 4.0700
C -2.5704 -0.0481 4.8192
C -2.9021 -1.3279 4.3974
C -2.4263 -1.7943 3.1827
C -1.6274 -0.9722 2.4071
O -1.1721 -1.4433 1.2174
N -3.0870 0.4402 6.1196
O -2.7671 1.5614 6.4418
O -3.7859 -0.3212 6.7446
H -0.2328 2.1862 2.5051
H -1.5418 1.7712 4.4430
H -3.5284 -1.9410 5.0313
H -2.6686 -2.7884 2.8337
Br 2.0412 -1.6951 1.2744
C 3.2173 -0.7356 0.0771
Br 2.1341 0.1748 -1.2456
H 3.8554 -1.4496 -0.4273
H 3.7648 0.0062 0.6439
C -6.1171 0.2419 -2.0086
C -6.3475 -0.1524 -3.4648
C -5.0752 -0.3144 -4.2957
C -4.0960 -1.3593 -3.7565
N -3.2160 -0.8298 -2.6947
C -2.1182 -0.1111 -2.8038
S -1.4851 0.6155 -1.3056
N -1.4616 0.1863 -3.9047
C -1.7045 -0.1522 -5.3259
C -0.7913 0.6791 -6.2205
C 0.6549 0.1924 -6.3177
C 1.4444 0.2041 -5.0098
H -7.0604 0.4883 -1.5241
H -5.4667 1.1168 -1.9262
H -5.6815 -0.5767 -1.4257
H -6.9692 0.6034 -3.9462
H -6.9184 -1.0836 -3.5055
H -4.5625 0.6502 -4.3773
H -5.3485 -0.6101 -5.3109
H -3.4740 -1.7835 -4.5382
H -4.6404 -2.1891 -3.3053
H -3.5964 -0.8565 -1.7608
H -0.6372 0.7480 -3.7504
H -2.7438 0.0579 -5.5650
H -1.5176 -1.2179 -5.4764
H -0.8270 1.7230 -5.8904
H -1.2296 0.6667 -7.2189
H 1.1691 0.8239 -7.0429
H 0.6635 -0.8171 -6.7365
H 1.4168 1.1926 -4.5364
H 2.4925 -0.0291 -5.1922
H 1.0743 -0.5414 -4.2990
C -0.1865 -2.0416 -1.4310
H -0.7619 -2.8778 -1.0061
H 0.1720 -2.1996 -2.4428
```

## Properties
Energy above the lowest of the compared OMol25 structures with the same formula, charge and spin = 0.0 kcal/mol
Highest occupied orbital energy (spin up / spin down) = -15.54 / -15.52 eV
Orbital gap (spin up / spin down) = 7.93 / 7.65 eV
Net charge = +2

***

Entry from OMol25: a cluster of 2 separate species, C2H11NSi2 in total (the ωB97M-V functional and the def2-TZVPD basis).

```
16
Properties=species:S:1:pos:R:3
C -2.6534 -0.9670 -0.6756
Si -0.7376 -0.8710 -0.1751
C -0.6663 0.9254 -0.1166
H -3.2108 -0.5206 0.2063
H -2.8565 -0.3496 -1.5280
H -2.9993 -1.9738 -0.6854
H -0.3013 -1.5334 0.9598
H -0.0932 -1.4710 -1.4519
H -0.6929 1.3161 0.9562
H 0.2593 1.3409 -0.4330
H -1.5264 1.3295 -0.6294
N 2.5364 1.1487 1.4466
Si 2.7301 0.1662 0.2078
H 2.5422 1.1245 2.4138
H 2.0012 -1.0110 -0.2659
H 3.6235 0.4514 -0.9054
```

## Properties
Energy above the lowest of the compared OMol25 structures with the same formula, charge and spin = 42.9 kcal/mol
Highest occupied orbital energy = -9.36 eV
Orbital gap = 9.12 eV

***

Entry from OMol25: a cluster of 20 separate species, C31H62Cl40N4O4P in total (the ωB97M-V functional and the def2-TZVPD basis).

```
142
Properties=species:S:1:pos:R:3
C 1.0707 3.0551 2.5323
C -0.4612 3.0082 2.9876
C -1.5001 3.0413 1.7782
P -1.0893 4.6520 0.8205
N -0.0507 4.4077 -0.3682
N -2.8881 3.1467 2.3456
C -3.2324 1.9095 3.0385
N -3.7141 2.0445 4.2967
N -3.0856 0.5770 2.5405
C -1.9253 0.4126 1.5831
C -0.6593 -0.2320 2.4168
C -0.1849 -1.5443 1.6112
O 0.6565 -1.3517 0.7188
O -0.6989 -2.8289 1.8467
C -1.4767 1.7526 0.8547
C -2.2688 2.1161 -0.4925
O -3.0056 1.0356 -1.1186
C -2.1729 0.1810 -1.8566
C -2.9017 -0.7371 -2.9617
O -0.9581 0.0596 -1.6928
H 1.3922 2.1740 1.8893
H 1.7154 3.0033 3.4821
H 1.3725 4.0127 2.0059
H -0.6585 3.9487 3.6100
H -0.5895 2.1341 3.6901
H -0.4934 5.5494 1.7675
H -2.3484 5.1987 0.4164
H -0.5022 4.6962 -1.2492
H -3.6020 3.3151 1.6229
H -3.1936 2.6704 4.9139
H -4.5513 1.5271 4.5909
H -3.0650 -0.1152 3.2968
H -2.2324 -0.4228 0.8620
H 0.2448 0.4433 2.4376
H -0.9462 -0.5974 3.4780
H 0.0912 -3.4268 1.7323
H -0.3813 1.5992 0.5484
H -2.9984 2.9874 -0.3918
H -1.4780 2.4503 -1.2489
H -3.5621 -1.5057 -2.4319
H -2.0906 -1.2982 -3.5215
H -3.5597 -0.1030 -3.6509
C 1.2469 -6.2638 0.0452
Cl 1.0851 -5.3678 1.5619
Cl 0.2987 -5.5167 -1.2398
H 2.2953 -6.2703 -0.2459
H 0.8985 -7.2838 0.1943
C -1.8388 -0.1461 -6.6216
Cl -2.5011 -1.6073 -7.3638
Cl -3.1125 0.8250 -5.8742
H -1.1189 -0.4331 -5.8574
H -1.3457 0.4480 -7.3884
C 3.5288 -3.5106 -2.5033
Cl 4.8524 -2.3401 -2.4997
Cl 4.0975 -5.1216 -2.0418
H 2.7680 -3.1861 -1.7955
H 3.1037 -3.5612 -3.5038
C -3.8638 -4.6484 -3.2779
Cl -5.2119 -3.5095 -3.1610
Cl -2.3024 -3.8136 -3.2432
H -3.9119 -5.3434 -2.4422
H -3.9489 -5.1928 -4.2161
C -0.5461 0.1178 6.4401
Cl -1.4379 -1.0851 5.4801
Cl -1.1772 1.7506 6.2462
H -0.6262 -0.1542 7.4906
H 0.4987 0.1037 6.1337
C 1.1034 5.3715 7.1274
Cl -0.4434 4.5922 6.7635
Cl 1.6099 6.4338 5.8096
H 0.9975 5.9604 8.0363
H 1.8587 4.6010 7.2705
C 3.4089 2.2711 9.1613
Cl 1.8563 1.5053 8.7959
Cl 3.9213 3.3355 7.8468
H 3.3074 2.8577 10.0720
H 4.1605 1.4972 9.3026
C 8.4702 -4.0395 -1.8536
Cl 9.3738 -2.5218 -1.7690
Cl 9.1010 -5.2244 -0.7039
H 7.4250 -3.8424 -1.6215
H 8.5540 -4.4453 -2.8595
C -1.1484 -3.4656 -10.0556
Cl -2.6540 -4.3637 -10.2808
Cl -0.6923 -2.5999 -11.5274
H -1.2853 -2.7460 -9.2510
H -0.3554 -4.1644 -9.7964
C -3.2865 5.2156 -3.2529
Cl -3.2869 6.0874 -1.7109
Cl -1.7417 4.4039 -3.5331
H -4.0790 4.4700 -3.2375
H -3.4633 5.9252 -4.0585
C -8.4926 -5.3089 -2.9662
Cl -8.3562 -6.9848 -2.4199
Cl -9.9854 -5.0542 -3.8809
H -8.4921 -4.6529 -2.0978
H -7.6438 -5.0750 -3.6048
C 3.3619 -3.1872 4.0838
Cl 3.2217 -2.2833 5.5972
Cl 2.4076 -2.4338 2.7987
H 4.4075 -3.2102 3.7809
H 3.0018 -4.2018 4.2431
C -3.7266 9.7933 -0.9992
Cl -2.8148 11.3031 -0.9200
Cl -3.0813 8.5955 0.1308
H -4.7654 9.9937 -0.7457
H -3.6632 9.3944 -2.0099
C 8.5211 -8.4491 -2.7734
Cl 7.1782 -7.3054 -2.6516
Cl 10.0773 -7.6109 -2.7589
H 8.4804 -9.1331 -1.9284
H 8.4275 -9.0057 -3.7035
C 5.7557 -0.9138 2.3756
Cl 6.2877 -2.2210 1.3099
Cl 6.8677 -0.7030 3.7346
H 5.7144 0.0104 1.8061
H 4.7672 -1.1525 2.7620
C 6.1749 -3.3638 -6.2258
Cl 6.6986 -4.6652 -7.3002
Cl 7.2936 -3.1591 -4.8736
H 6.1310 -2.4351 -6.7910
H 5.1884 -3.6045 -5.8342
C -6.3364 -1.0353 1.8661
Cl -7.6647 0.1236 1.9953
Cl -4.7496 -0.2105 1.8941
H -6.3899 -1.7267 2.7051
H -6.4358 -1.5837 0.9292
C -10.4733 -0.1819 -0.5311
Cl -9.9631 -1.7623 -1.1385
Cl -10.6249 0.9891 -1.8459
H -11.4372 -0.2856 -0.0372
H -9.7308 0.1784 0.1795
C 8.1316 1.9316 1.4016
Cl 6.5131 2.3193 2.0028
Cl 8.3688 2.5449 -0.2378
H 8.8699 2.3852 2.0594
H 8.2567 0.8501 1.3963
C 2.4677 6.5633 -0.9346
Cl 1.0798 7.5626 -1.3802
Cl 3.6609 7.4946 -0.0200
H 2.1206 5.7331 -0.3223
H 2.9348 6.1835 -1.8409
```

## Properties
Highest occupied orbital energy = -10.99 eV
Orbital gap = 6.91 eV
Net charge = +1

***

For each record above, in turn, the calculated max |F| values are 0.0734, 0.0494, 0.1243, 0.0095, 0.0924, 0.1791 hartree/bohr.